# 1
{
  "formula": "C48H52N4OP2S2W",
  "method": "ωB97M-V/def2-TZVPD",
  "elements": ["W", "C", "C", "N", "C", "C", "S", "C", "C", "N", "H", "H", "H", "H", "H", "H", "H", "H", "H", "H", "H", "H", "H", "H", "O", "S", "C", "C", "C", "C", "C", "C", "P", "C", "C", "C", "C", "C", "C", "C", "C", "C", "C", "C", "C", "C", "C", "C", "C", "C", "C", "P", "C", "C", "C", "C", "C", "C", "C", "C", "C", "C", "C", "C", "H", "H", "H", "H", "H", "H", "H", "H", "H", "H", "H", "H", "H", "H", "H", "H", "H", "H", "H", "H", "H", "H", "H", "H", "H", "H", "H", "H", "N", "C", "N", "C", "C", "C", "C", "C", "H", "H", "H", "H", "H", "H", "H", "H", "H", "H"],
  "positions_angstrom": [[-0.097, 0.526, 1.355], [-1.821, 0.000, 4.036], [-0.737, -1.061, 3.977], [0.498, -0.527, 3.337], [1.348, 0.305, 4.239], [0.837, 1.718, 4.495], [0.204, 2.540, 2.980], [-1.523, 2.966, 3.386], [-2.529, 2.001, 2.776], [-1.970, 0.634, 2.701], [-2.757, -0.461, 4.354], [-1.582, 0.763, 4.770], [-0.527, -1.432, 4.982], [-1.074, -1.899, 3.367], [1.066, -1.350, 3.136], [1.465, -0.197, 5.203], [2.331, 0.365, 3.775], [0.071, 1.772, 5.264], [1.674, 2.328, 4.832], [-1.596, 3.046, 4.470], [-1.667, 3.963, 2.974], [-3.446, 2.016, 3.372], [-2.780, 2.322, 1.766], [-2.624, 0.065, 2.168], [-0.772, 3.237, 0.242], [-0.703, 1.968, -0.506], [0.625, 2.010, -1.712], [0.420, 2.230, -3.065], [1.516, 2.251, -3.919], [2.793, 2.049, -3.419], [2.991, 1.831, -2.059], [1.909, 1.797, -1.192], [2.112, 1.653, 0.622], [2.473, 3.371, 1.102], [2.077, 4.464, 0.336], [2.415, 5.747, 0.743], [3.139, 5.950, 1.908], [3.532, 4.860, 2.678], [3.203, 3.578, 2.279], [3.680, 0.836, 1.028], [4.890, 1.456, 0.702], [6.088, 0.863, 1.064], [6.096, -0.333, 1.771], [4.897, -0.936, 2.127], [3.697, -0.351, 1.760], [-2.181, 1.913, -1.522], [-2.629, 3.148, -1.953], [-3.824, 3.243, -2.657], [-4.587, 2.107, -2.875], [-4.152, 0.871, -2.419], [-2.929, 0.747, -1.753], [-2.468, -0.856, -1.069], [-3.851, -2.000, -1.083], [-4.376, -2.389, -2.325], [-5.382, -3.337, -2.371], [-5.856, -3.905, -1.191], [-5.323, -3.531, 0.036], [-4.312, -2.584, 0.095], [-0.647, -1.872, -0.060], [0.656, -1.073, -0.182], [1.864, -1.910, -0.083], [1.865, -3.073, 0.585], [0.644, -3.543, 1.221], [-0.541, -2.991, 0.932], [-0.573, 2.404, -3.457], [1.363, 2.430, -4.975], [3.643, 2.066, -4.089], [3.994, 1.686, -1.680], [1.514, 4.330, -0.577], [2.115, 6.593, 0.138], [3.410, 6.952, 2.211], [4.111, 5.012, 3.580], [3.543, 2.730, 2.864], [4.900, 2.409, 0.188], [7.022, 1.344, 0.808], [7.036, -0.787, 2.056], [4.902, -1.859, 2.693], [2.762, -0.818, 2.031], [-2.051, 4.034, -1.717], [-4.160, 4.211, -3.006], [-5.538, 2.175, -3.387], [-4.787, 0.010, -2.558], [-4.009, -1.953, -3.246], [-5.799, -3.636, -3.323], [-6.642, -4.647, -1.231], [-5.701, -3.982, 0.943], [-3.887, -2.287, 1.047], [0.656, -0.502, -1.117], [2.770, -1.543, -0.550], [2.766, -3.665, 0.673], [0.702, -4.382, 1.905], [-1.474, -3.380, 1.326], [-1.642, -0.812, 0.346], [-1.156, -2.104, -1.485], [-0.938, -2.974, -2.388], [-1.337, -2.772, -3.790], [-0.112, -2.907, -4.701], [0.550, -4.272, -4.524], [0.935, -4.466, -3.059], [-0.284, -4.277, -2.155], [-1.793, -1.788, -3.899], [-2.064, -3.545, -4.048], [0.607, -2.116, -4.468], [-0.442, -2.761, -5.729], [1.435, -4.340, -5.155], [-0.131, -5.066, -4.842], [1.720, -3.763, -2.771], [1.315, -5.473, -2.886], [-0.029, -4.382, -1.109], [-1.035, -5.029, -2.416]],
  "forces_ev_per_angstrom": [[-1.4, -1.5, 0.4], [0.3, -0.2, 0.1], [-0.2, 0.1, 0.1], [0.0, 0.1, -0.4], [0.0, 0.2, 0.1], [0.0, 0.0, -0.1], [0.0, -0.2, 0.0], [0.0, 0.0, -0.1], [0.0, 0.2, 0.1], [0.1, 0.0, -0.4], [-0.1, 0.1, 0.0], [0.0, 0.0, 0.0], [0.1, 0.0, 0.0], [0.0, 0.0, 0.0], [0.0, 0.0, -0.2], [0.0, -0.1, 0.0], [0.0, 0.0, 0.0], [0.0, 0.0, 0.0], [0.0, 0.0, 0.0], [0.1, 0.0, 0.0], [0.0, 0.0, 0.0], [0.0, -0.1, 0.0], [0.0, 0.0, 0.0], [0.0, -0.1, 0.0], [-0.1, 0.4, 0.0], [0.4, 1.0, -0.7], [-0.1, -0.3, 0.1], [-0.1, 0.1, 0.0], [0.0, 0.0, 0.0], [-0.1, 0.0, -0.1], [0.0, -0.1, 0.1], [-0.1, 0.0, 0.1], [0.8, 0.3, -0.2], [0.0, -0.1, 0.1], [0.0, -0.1, 0.1], [0.0, 0.1, -0.1], [0.0, -0.1, 0.0], [0.0, 0.0, 0.1], [-0.1, -0.1, -0.1], [-0.3, -0.2, 0.0], [0.0, 0.0, -0.1], [0.1, 0.1, 0.0], [-0.1, 0.0, 0.0], [0.0, -0.1, 0.1], [0.1, 0.2, -0.1], [0.1, -0.4, 0.3], [0.2, 0.1, 0.1], [-0.1, -0.1, 0.0], [0.0, 0.1, -0.1], [0.1, 0.0, 0.0], [0.1, -0.4, 0.1], [-0.5, 0.0, 0.2], [0.2, 0.3, -0.2], [0.0, -0.1, 0.1], [0.0, 0.0, 0.0], [0.0, 0.0, 0.0], [-0.1, 0.0, 0.0], [0.1, 0.2, 0.1], [0.4, 0.0, 0.3], [-0.2, 0.3, 0.4], [0.2, -0.1, 0.1], [0.2, 0.2, -0.2], [-0.2, 0.0, 0.1], [-0.1, -0.2, -0.1], [0.0, 0.0, 0.0], [0.0, 0.0, 0.0], [0.0, 0.0, 0.0], [0.0, 0.0, -0.1], [0.0, 0.0, 0.0], [0.0, 0.0, 0.0], [0.0, 0.0, 0.0], [0.0, 0.0, 0.0], [0.0, 0.0, 0.0], [0.0, 0.0, 0.0], [0.0, 0.0, 0.0], [0.0, 0.0, 0.0], [0.0, 0.0, 0.0], [0.0, -0.1, -0.1], [-0.1, 0.0, 0.0], [0.0, 0.0, 0.0], [0.0, 0.0, 0.0], [0.0, 0.0, 0.0], [0.0, 0.0, 0.0], [0.0, 0.0, 0.0], [0.0, 0.0, 0.0], [0.0, 0.0, 0.0], [0.0, 0.0, 0.0], [0.0, -0.1, 0.0], [0.0, 0.0, 0.1], [0.0, 0.0, 0.0], [-0.1, 0.0, 0.0], [0.0, 0.0, 0.1], [0.6, 0.4, 0.3], [-0.2, -0.2, -0.2], [-0.1, 0.4, 0.2], [-0.1, 0.0, -0.6], [0.0, -0.1, 0.1], [0.1, 0.1, 0.1], [-0.2, 0.1, -0.1], [0.6, -0.5, -0.1], [0.0, 0.0, 0.1], [0.0, 0.0, 0.1], [0.0, 0.1, 0.0], [0.0, 0.0, 0.0], [0.0, 0.0, 0.0], [0.0, 0.0, 0.0], [0.0, 0.0, 0.0], [0.0, 0.0, 0.0], [-0.1, 0.1, 0.1], [-0.1, 0.1, 0.1]],
  "mulliken_spin": [1.53, 0.00, 0.05, 0.02, 0.03, 0.02, -0.05, 0.00, 0.01, 0.02, 0.00, 0.00, 0.00, -0.01, 0.01, 0.00, -0.01, 0.00, 0.00, 0.00, 0.00, 0.00, 0.01, 0.02, 0.05, 0.03, 0.00, 0.00, 0.00, 0.00, -0.01, 0.02, 0.02, 0.02, 0.00, 0.00, 0.00, 0.00, 0.00, -0.05, 0.00, 0.00, 0.00, 0.01, 0.00, 0.02, -0.01, 0.00, 0.00, 0.00, 0.00, 0.07, 0.00, 0.00, 0.00, 0.00, 0.00, 0.00, 0.02, 0.00, 0.07, -0.02, -0.01, 0.02, 0.00, 0.00, 0.00, 0.00, 0.00, 0.00, 0.00, 0.00, 0.00, 0.00, 0.00, 0.00, 0.00, 0.03, 0.00, 0.00, 0.00, 0.00, 0.00, 0.00, 0.00, 0.00, 0.00, 0.00, 0.00, 0.00, 0.00, 0.01, 0.06, 0.02, -0.01, 0.00, 0.00, 0.00, 0.00, 0.00, 0.00, 0.00, 0.00, 0.00, 0.00, 0.00, 0.00, 0.00, 0.00, 0.00],
  "energy_ev": -100663.97220,
  "homo_lumo_gap_ev": [7.01, 6.47],
  "multiplicity": 3,
  "s2": 2.025,
  "charge": 4,
  "relative_energy_kcal_mol": 27.52
}


# 2
{
  "formula": "C48H52N8O5ReS4",
  "method": "ωB97M-V/def2-TZVPD",
  "elements": ["Re", "N", "S", "N", "S", "N", "S", "N", "C", "C", "C", "C", "C", "C", "C", "C", "C", "C", "C", "C", "C", "C", "C", "C", "C", "C", "C", "C", "C", "C", "C", "C", "C", "C", "C", "C", "C", "C", "C", "C", "C", "C", "C", "C", "H", "H", "H", "H", "H", "H", "H", "H", "H", "H", "H", "H", "H", "H", "H", "H", "H", "H", "H", "H", "H", "H", "H", "H", "H", "H", "H", "H", "H", "H", "C", "C", "S", "O", "O", "C", "C", "N", "C", "N", "C", "C", "N", "O", "O", "C", "H", "H", "H", "H", "H", "H", "H", "H", "H", "H", "H", "H", "H", "C", "N", "C", "C", "C", "O", "H", "H", "H", "H", "H", "H", "H", "H", "H"],
  "positions_angstrom": [[0.239, -1.098, 0.531], [0.651, 0.451, 1.625], [0.534, 1.984, 1.775], [-0.549, 2.743, 0.879], [-2.094, 2.847, 0.619], [-2.528, 2.072, -0.669], [-1.972, 0.720, -1.343], [-1.180, -0.189, -0.405], [-3.465, -0.015, -2.050], [-3.378, -1.123, -2.881], [-4.543, -1.639, -3.428], [-5.767, -1.042, -3.165], [-5.835, 0.080, -2.355], [-4.681, 0.593, -1.787], [-0.905, 1.292, -2.674], [0.455, 1.367, -2.423], [1.283, 1.870, -3.412], [0.749, 2.275, -4.628], [-0.618, 2.196, -4.859], [-1.461, 1.710, -3.870], [-3.082, 2.280, 2.010], [-4.225, 2.983, 2.358], [-4.984, 2.538, 3.430], [-4.596, 1.404, 4.128], [-3.470, 0.689, 3.742], [-2.704, 1.121, 2.671], [-2.326, 4.583, 0.269], [-2.294, 5.026, -1.045], [-2.355, 6.389, -1.287], [-2.454, 7.280, -0.229], [-2.491, 6.821, 1.080], [-2.416, 5.463, 1.340], [2.036, 2.870, 1.323], [3.270, 2.265, 1.500], [4.415, 2.999, 1.226], [4.318, 4.313, 0.792], [3.074, 4.897, 0.610], [1.921, 4.177, 0.879], [0.185, 2.313, 3.509], [0.236, 1.275, 4.423], [0.001, 1.550, 5.760], [-0.273, 2.849, 6.164], [-0.307, 3.881, 5.236], [-0.074, 3.618, 3.895], [-2.426, -1.564, -3.120], [-4.491, -2.499, -4.075], [-6.669, -1.445, -3.597], [-6.779, 0.569, -2.173], [-4.710, 1.469, -1.164], [0.836, 1.030, -1.464], [2.343, 1.948, -3.227], [1.399, 2.664, -5.397], [-1.028, 2.515, -5.804], [-2.526, 1.651, -4.027], [-4.523, 3.855, 1.798], [-5.873, 3.079, 3.715], [-5.180, 1.067, 4.969], [-3.189, -0.206, 4.274], [-1.836, 0.566, 2.329], [-2.228, 4.308, -1.847], [-2.329, 6.754, -2.302], [-2.510, 8.339, -0.424], [-2.581, 7.517, 1.899], [-2.440, 5.090, 2.352], [3.326, 1.247, 1.847], [5.382, 2.547, 1.365], [5.216, 4.881, 0.598], [3.000, 5.918, 0.271], [0.947, 4.616, 0.742], [0.461, 0.281, 4.071], [0.046, 0.753, 6.485], [-0.444, 3.057, 7.209], [-0.499, 4.892, 5.561], [-0.079, 4.412, 3.165], [2.585, -7.786, -4.526], [2.052, -7.471, -3.156], [2.152, -5.691, -2.737], [3.396, -5.308, -2.131], [0.976, -5.328, -1.970], [2.017, -4.717, -4.307], [2.585, -3.316, -4.095], [2.418, -2.809, -2.744], [1.266, -2.463, -2.149], [1.500, -1.973, -0.923], [2.847, -2.046, -0.720], [3.426, -2.577, -1.835], [4.840, -2.867, -1.976], [5.440, -2.882, -0.938], [5.274, -3.016, -3.083], [-0.076, -2.693, -2.713], [2.588, -8.870, -4.657], [3.614, -7.456, -4.642], [1.963, -7.378, -5.319], [2.629, -7.959, -2.374], [0.997, -7.711, -3.050], [0.963, -4.720, -4.574], [2.601, -5.231, -5.063], [2.103, -2.613, -4.785], [3.662, -3.321, -4.298], [3.339, -1.725, 0.180], [-0.162, -2.338, -3.738], [-0.815, -2.212, -2.075], [-0.261, -3.773, -2.686], [2.343, -4.016, 4.784], [2.204, -3.197, 3.596], [3.302, -2.311, 3.262], [1.143, -3.260, 2.808], [0.019, -4.200, 3.124], [1.064, -2.529, 1.776], [3.282, -3.794, 5.284], [2.335, -5.081, 4.548], [1.534, -3.811, 5.485], [4.060, -2.848, 2.685], [3.767, -1.941, 4.173], [2.916, -1.476, 2.679], [0.352, -5.099, 3.637], [-0.477, -4.478, 2.195], [-0.716, -3.698, 3.757]],
  "forces_ev_per_angstrom": [[0.0, 2.0, 0.8], [-0.3, -1.4, -0.5], [-0.6, 0.2, -0.4], [0.6, -0.3, 0.4], [0.5, -0.8, -0.1], [-0.1, -0.2, -0.1], [-0.1, 0.9, 0.1], [1.3, -1.2, 0.5], [0.4, 0.4, 0.3], [0.2, -0.1, -0.1], [0.2, 0.0, 0.0], [0.0, 0.1, 0.1], [0.1, -0.1, 0.0], [0.0, 0.3, 0.2], [-0.3, -0.4, 0.3], [0.0, -0.1, 0.2], [0.0, -0.1, 0.1], [0.0, 0.0, 0.0], [0.0, 0.0, 0.1], [-0.2, 0.0, -0.1], [0.2, 0.6, -0.3], [-0.1, 0.2, -0.1], [0.1, 0.0, -0.1], [0.0, 0.0, -0.1], [0.1, 0.1, -0.2], [0.3, -0.1, -0.2], [-0.3, -0.3, 0.1], [0.0, -0.4, -0.1], [0.0, -0.1, 0.1], [0.0, -0.1, 0.0], [0.1, -0.2, 0.1], [0.0, -0.1, 0.2], [-0.5, -0.2, 0.0], [0.0, -0.2, 0.1], [-0.1, -0.2, 0.1], [0.0, 0.0, 0.0], [-0.1, -0.1, 0.1], [-0.1, 0.2, -0.1], [0.2, -0.2, -0.3], [0.1, -0.2, -0.2], [0.0, 0.0, -0.1], [0.0, -0.1, 0.0], [0.0, 0.0, -0.1], [0.0, 0.2, -0.1], [0.1, -0.1, -0.1], [0.0, -0.1, -0.1], [-0.1, -0.1, -0.1], [-0.1, 0.0, 0.1], [-0.1, 0.1, 0.1], [0.2, 0.1, -0.1], [0.1, 0.0, 0.0], [0.1, 0.0, -0.1], [-0.1, 0.0, -0.1], [-0.2, 0.0, -0.1], [-0.1, 0.1, 0.0], [-0.1, 0.0, 0.0], [-0.1, 0.0, 0.1], [0.0, -0.1, 0.1], [-0.1, 0.0, 0.2], [0.0, 0.0, -0.2], [0.0, 0.0, -0.1], [0.0, 0.2, 0.0], [0.0, 0.1, 0.1], [0.0, 0.1, 0.2], [0.1, -0.2, 0.1], [0.1, -0.1, 0.0], [0.1, 0.0, 0.0], [0.0, 0.1, 0.0], [-0.1, 0.2, -0.1], [0.0, -0.2, 0.1], [0.0, -0.1, 0.1], [0.0, 0.0, 0.1], [0.0, 0.1, 0.0], [0.0, 0.2, -0.1], [0.2, -0.4, -0.3], [0.0, 0.9, 0.1], [-0.6, 0.1, -0.5], [0.8, -0.4, -0.2], [-0.4, -0.2, 0.1], [0.1, -0.8, 0.8], [0.2, -0.3, -0.8], [-0.1, 0.7, 0.8], [-0.2, 0.0, -0.4], [-0.7, 0.3, 0.2], [1.2, -0.3, -0.3], [-0.8, 0.5, 1.0], [-0.6, 0.3, 0.0], [0.5, 0.0, 0.5], [0.5, -0.1, -0.6], [-0.1, -0.2, 0.0], [0.0, 0.1, 0.0], [0.1, 0.1, -0.1], [0.0, 0.0, 0.0], [0.0, 0.1, 0.2], [-0.1, 0.0, 0.1], [0.0, -0.1, -0.1], [0.0, 0.1, -0.2], [0.1, -0.1, 0.1], [-0.5, 0.1, 0.1], [0.0, 0.0, 0.0], [0.0, 0.1, 0.0], [0.0, 0.0, -0.1], [0.0, 0.1, -0.1], [-0.2, -0.7, 0.8], [-0.8, 0.3, -1.1], [0.4, 0.4, -0.2], [0.2, -1.0, 1.8], [0.0, 0.1, -0.2], [-0.3, 1.8, -2.0], [0.0, 0.1, -0.2], [0.1, 0.1, -0.1], [0.0, 0.0, 0.0], [0.0, 0.0, 0.0], [-0.1, 0.0, 0.0], [0.2, 0.0, 0.1], [0.0, 0.1, 0.0], [0.0, 0.0, 0.0], [0.0, 0.0, 0.1]],
  "mulliken_spin": [0.91, -0.03, -0.01, 0.01, 0.01, 0.01, 0.00, -0.02, 0.00, 0.00, 0.00, 0.00, 0.00, 0.00, 0.00, 0.01, 0.00, 0.00, 0.00, 0.00, 0.00, 0.00, 0.00, 0.00, 0.00, -0.01, 0.00, 0.00, 0.00, 0.00, 0.00, 0.00, -0.01, 0.00, 0.00, 0.00, 0.00, 0.00, 0.00, 0.00, 0.00, 0.00, 0.00, 0.00, 0.00, 0.00, 0.00, 0.00, 0.00, -0.01, 0.00, 0.00, 0.00, 0.00, 0.00, 0.00, 0.00, 0.00, 0.02, 0.00, 0.00, 0.00, 0.00, 0.00, 0.01, 0.00, 0.00, 0.00, 0.00, 0.00, 0.00, 0.00, 0.00, 0.00, 0.00, 0.00, 0.00, 0.00, 0.00, 0.00, 0.00, 0.00, -0.02, 0.05, 0.01, 0.00, 0.00, 0.00, 0.00, 0.02, 0.00, 0.00, 0.00, 0.00, 0.00, 0.00, 0.00, 0.00, 0.00, 0.01, 0.00, -0.01, 0.00, 0.00, 0.02, 0.00, 0.00, 0.00, 0.01, 0.00, 0.00, 0.00, 0.00, 0.00, 0.00, 0.00, 0.00, 0.00],
  "energy_ev": -118203.23835,
  "homo_lumo_gap_ev": [6.72, 6.98],
  "multiplicity": 2,
  "s2": 1.019,
  "charge": 4
}